[1]
Here is 2 unconnected molecules or ions with the total composition C6H14NOP in a non-equilibrium geometry from OMol25. Energies are from ωB97M-V/def2-TZVPD.

## Properties
HOMO level: -8.5 eV
energy above the lowest of the compared OMol25 structures with the same formula, charge and spin: 282.14 kJ/mol
gap between HOMO and LUMO: 9.50 eV

```
! wB97M-V def2-TZVPD RIJCOSX def2/J DEFGRID3
* xyz 0 1
C 1.825 -2.034 -0.141
C 2.258 -2.016 -1.391
C 1.554 -2.149 1.106
C -0.070 2.661 -0.164
C -1.923 0.460 1.375
C 0.151 1.540 -1.194
N -0.016 0.143 -0.713
O -1.235 -1.888 0.238
P -1.329 -0.413 -0.126
H -2.698 -0.258 -0.839
H 1.647 -1.769 -2.237
H 3.218 -2.368 -1.606
H 1.644 -1.149 1.554
H 0.986 -2.798 1.644
H -0.268 -1.977 0.273
H 0.328 2.268 0.906
H 0.457 3.557 -0.307
H -1.146 3.061 -0.050
H -2.357 -0.311 2.073
H -1.168 0.949 1.908
H -2.648 1.267 1.281
H -0.461 1.711 -2.135
H 1.253 1.513 -1.457
*
```


[2]
Here is a molecular structure, C19H21CoN3Te in a non-equilibrium geometry from OMol25. Energies are from ωB97M-V/def2-TZVPD.

## Properties
HOMO level (alpha / beta): -18.5 / -18.5 eV
gap between HOMO and LUMO (alpha / beta): 5.51 / 7.43 eV

```
! wB97M-V def2-TZVPD RIJCOSX def2/J DEFGRID3
* xyz 3 1
Co 0.264 0.210 0.592
C 2.661 2.301 0.457
C 1.485 2.664 -0.391
C 1.468 3.812 -1.186
C 0.350 4.105 -1.939
C -0.748 3.234 -1.930
C -0.675 2.108 -1.155
N 0.429 1.846 -0.383
C -1.680 1.008 -1.108
C -2.868 0.880 -1.799
C -3.598 -0.300 -1.648
C -3.131 -1.339 -0.841
C -1.937 -1.161 -0.171
N -1.281 0.001 -0.315
C -1.177 -2.126 0.673
C -1.539 -3.417 0.946
C -0.641 -4.221 1.660
C 0.576 -3.708 2.059
C 0.891 -2.377 1.778
C 2.189 -1.761 2.193
N 0.021 -1.616 1.107
H 2.957 3.131 1.099
H 3.520 2.046 -0.167
H 2.457 1.436 1.104
H 2.333 4.462 -1.200
H 0.323 4.999 -2.549
H -1.619 3.440 -2.536
H -3.220 1.666 -2.453
H -4.534 -0.418 -2.179
H -3.685 -2.263 -0.756
H -2.485 -3.816 0.606
H -0.899 -5.248 1.884
H 1.292 -4.323 2.588
H 2.376 -1.910 3.257
H 2.218 -0.680 1.997
H 3.019 -2.214 1.648
C 0.026 0.206 4.302
Te -0.909 1.179 2.675
C 0.053 3.036 2.972
H 1.072 0.495 4.361
H -0.098 -0.868 4.194
H -0.520 0.557 5.179
H -0.474 3.491 3.812
H -0.071 3.646 2.081
H 1.101 2.879 3.218
*
```


[3]
Here is a molecular structure, CH5N3S in a non-equilibrium geometry from OMol25. Energies are from ωB97M-V/def2-TZVPD.

## Properties
HOMO level: -8.5 eV
energy above the lowest of the compared OMol25 structures with the same formula, charge and spin: 540.23 kJ/mol
gap between HOMO and LUMO: 8.73 eV

```
! wB97M-V def2-TZVPD RIJCOSX def2/J DEFGRID3
* xyz 0 1
C 0.346 0.166 -0.872
H -2.129 -1.830 -0.406
H 0.133 -2.075 -0.024
H 1.027 0.757 -1.589
H -0.155 -0.251 0.965
H 1.488 2.551 1.720
N -0.956 -1.326 -0.110
N -0.349 -0.899 -1.264
N 0.380 0.618 0.417
S 0.215 2.290 1.163
*
```


[4]
Here is a molecular structure, C30H31MgN7S4 in a non-equilibrium geometry from OMol25. Energies are from ωB97M-V/def2-TZVPD.

## Properties
HOMO level (alpha / beta): -0.2 / -1.1 eV
energy above the lowest of the compared OMol25 structures with the same formula, charge and spin: 44.67 kJ/mol
gap between HOMO and LUMO (alpha / beta): 4.59 / 5.60 eV

```
! wB97M-V def2-TZVPD RIJCOSX def2/J DEFGRID3
* xyz -2 1
Mg -0.825 -0.609 0.594
C 3.893 -3.801 2.630
C 3.607 -3.378 1.341
C 2.660 -2.404 1.106
C 1.984 -1.774 2.169
C 2.258 -2.254 3.469
C 3.182 -3.248 3.686
N 1.065 -0.796 1.964
C 0.921 0.197 2.851
C 1.992 0.745 3.591
C 1.805 1.802 4.451
C 0.535 2.356 4.627
C -0.534 1.857 3.920
C -0.372 0.792 3.017
N -1.355 0.243 2.293
N -2.598 0.601 2.505
C -3.464 0.013 1.671
C -4.850 0.189 1.910
C -5.758 -0.388 1.066
C -5.290 -1.107 -0.037
C -3.921 -1.235 -0.198
N -3.031 -0.726 0.626
H 4.634 -4.571 2.805
H 4.137 -3.819 0.503
H 2.422 -2.130 0.089
H 1.690 -1.842 4.292
H 3.352 -3.607 4.696
H 2.986 0.326 3.461
H 2.652 2.202 5.000
H 0.399 3.177 5.320
H -1.528 2.268 4.028
H -5.148 0.765 2.774
H -6.824 -0.285 1.240
H -5.970 -1.554 -0.748
H -3.528 -1.788 -1.043
S -1.461 -2.630 3.096
S -2.901 -3.725 2.353
S -2.419 -4.042 0.193
S -0.678 -3.182 -0.143
C -1.188 1.063 -0.712
C -1.700 1.855 -1.488
C -2.313 2.740 -2.402
C -1.657 3.871 -2.914
C -2.272 4.696 -3.833
C -3.560 4.430 -4.272
C -4.227 3.321 -3.769
C -3.622 2.492 -2.850
H -0.650 4.090 -2.583
H -1.738 5.555 -4.226
H -4.038 5.074 -5.001
H -5.232 3.100 -4.110
H -4.149 1.630 -2.464
C 0.767 -1.872 -3.175
N 1.921 -1.012 -3.018
C 2.154 -0.180 -4.178
C 2.013 -0.374 -1.781
N 1.084 -0.456 -0.939
N 3.228 0.336 -1.627
C 3.318 1.179 -0.455
C 4.452 -0.388 -1.894
H 0.931 -2.497 -4.053
H -0.160 -1.304 -3.298
H 0.656 -2.497 -2.293
H 1.258 0.398 -4.440
H 2.418 -0.817 -5.026
H 2.968 0.511 -3.975
H 1.264 -0.100 -0.008
H 3.449 0.610 0.476
H 2.411 1.777 -0.378
H 4.175 1.846 -0.580
H 4.268 -1.143 -2.656
H 4.834 -0.886 -0.990
H 5.216 0.312 -2.252
*
```


[5]
Here is 10 unconnected molecules or ions with the total composition C23H28Cl27F2NO6 in a non-equilibrium geometry from OMol25. Energies are from ωB97M-V/def2-TZVPD.

## Properties
HOMO level: -10.1 eV
gap between HOMO and LUMO: 10.00 eV

```
! wB97M-V def2-TZVPD RIJCOSX def2/J DEFGRID3
* xyz 0 1
C 1.445 -1.206 3.510
C 1.467 -0.557 2.500
C 1.500 0.351 1.361
C 2.273 -0.227 0.171
C 1.637 -1.466 -0.440
C 0.229 -1.247 -0.979
O -0.524 -2.431 -1.177
C -0.051 -3.376 -2.075
O -0.577 -3.453 -3.144
C 1.037 -4.378 -1.719
O 1.896 -4.431 -2.837
C 3.283 -4.519 -2.552
C 4.063 -3.634 -3.509
O 3.678 -3.865 -4.841
C 3.718 -2.708 -5.655
C 5.121 -2.166 -5.906
N 0.232 -0.292 -2.114
C -1.044 -0.032 -2.690
O -1.786 -0.769 -3.235
F -1.343 1.263 -2.574
C 1.289 -0.455 -3.044
O 2.345 0.072 -2.933
F 1.065 -1.218 -4.101
H 1.265 -1.578 4.488
H 0.470 0.617 1.118
H 1.991 1.267 1.684
H 2.468 0.571 -0.539
H 3.248 -0.533 0.551
H 1.500 -2.190 0.366
H 2.281 -1.952 -1.173
H -0.295 -0.743 -0.172
H 0.529 -5.340 -1.621
H 1.532 -4.108 -0.789
H 3.539 -4.193 -1.543
H 3.598 -5.545 -2.751
H 4.024 -2.581 -3.211
H 5.109 -3.948 -3.395
H 3.140 -1.896 -5.206
H 3.251 -2.935 -6.612
H 5.641 -2.712 -6.688
H 4.990 -1.149 -6.279
H 5.696 -2.079 -4.988
C -3.126 -3.554 -2.581
Cl -3.305 -3.425 -4.326
Cl -4.617 -3.091 -1.756
Cl -2.634 -5.185 -2.117
H -2.345 -2.868 -2.281
C -2.744 -0.781 4.451
Cl -3.950 -0.286 3.257
Cl -1.223 -1.216 3.653
Cl -2.468 0.500 5.632
H -3.123 -1.648 4.974
C 1.193 -4.849 -6.539
Cl 1.034 -4.497 -8.265
Cl -0.315 -4.499 -5.719
Cl 1.717 -6.510 -6.263
H 1.949 -4.189 -6.130
C -1.049 2.208 9.000
Cl -2.261 2.726 7.830
Cl 0.444 1.745 8.187
Cl -0.745 3.476 10.190
H -1.432 1.342 9.522
C -1.132 -1.208 -6.962
Cl -1.737 -2.439 -8.067
Cl 0.620 -1.076 -7.066
Cl -1.895 0.356 -7.267
H -1.383 -1.515 -5.953
C -7.002 1.612 0.489
Cl -5.528 1.196 1.370
Cl -8.326 0.544 0.951
Cl -7.434 3.300 0.757
H -6.813 1.477 -0.567
C -2.547 4.516 -3.507
Cl -2.624 5.378 -5.043
Cl -0.891 4.449 -2.906
Cl -3.617 5.259 -2.317
H -2.884 3.501 -3.674
C 1.004 6.686 12.011
Cl 0.579 7.227 13.636
Cl 0.916 8.023 10.869
Cl 2.606 5.948 11.997
H 0.286 5.936 11.707
C -1.547 11.485 10.648
Cl -2.341 10.186 9.756
Cl -2.702 12.749 11.072
Cl -0.745 10.856 12.085
H -0.794 11.921 10.006
*
```


[6]
Here is 2 unconnected molecules or ions with the total composition CH4ClN3 in a non-equilibrium geometry from OMol25. Energies are from ωB97M-V/def2-TZVPD.

## Properties
HOMO level: -10.1 eV
energy above the lowest of the compared OMol25 structures with the same formula, charge and spin: 119.11 kJ/mol
gap between HOMO and LUMO: 10.25 eV

```
! wB97M-V def2-TZVPD RIJCOSX def2/J DEFGRID3
* xyz 0 1
C -0.614 0.666 1.559
N -0.922 -0.213 2.305
N 0.609 -0.957 -1.613
N -0.101 1.591 1.023
Cl -0.627 2.977 0.157
H -1.017 -1.177 1.837
H 1.314 -1.296 -1.013
H 0.551 -1.600 -2.431
H 0.807 0.009 -1.824
*
```


Please write out number 2 again, unchanged.
Here is a molecular structure, C19H21CoN3Te in a non-equilibrium geometry from OMol25. Energies are from ωB97M-V/def2-TZVPD.

## Properties
HOMO level (alpha / beta): -18.5 / -18.5 eV
gap between HOMO and LUMO (alpha / beta): 5.51 / 7.43 eV

```
! wB97M-V def2-TZVPD RIJCOSX def2/J DEFGRID3
* xyz 3 1
Co 0.264 0.210 0.592
C 2.661 2.301 0.457
C 1.485 2.664 -0.391
C 1.468 3.812 -1.186
C 0.350 4.105 -1.939
C -0.748 3.234 -1.930
C -0.675 2.108 -1.155
N 0.429 1.846 -0.383
C -1.680 1.008 -1.108
C -2.868 0.880 -1.799
C -3.598 -0.300 -1.648
C -3.131 -1.339 -0.841
C -1.937 -1.161 -0.171
N -1.281 0.001 -0.315
C -1.177 -2.126 0.673
C -1.539 -3.417 0.946
C -0.641 -4.221 1.660
C 0.576 -3.708 2.059
C 0.891 -2.377 1.778
C 2.189 -1.761 2.193
N 0.021 -1.616 1.107
H 2.957 3.131 1.099
H 3.520 2.046 -0.167
H 2.457 1.436 1.104
H 2.333 4.462 -1.200
H 0.323 4.999 -2.549
H -1.619 3.440 -2.536
H -3.220 1.666 -2.453
H -4.534 -0.418 -2.179
H -3.685 -2.263 -0.756
H -2.485 -3.816 0.606
H -0.899 -5.248 1.884
H 1.292 -4.323 2.588
H 2.376 -1.910 3.257
H 2.218 -0.680 1.997
H 3.019 -2.214 1.648
C 0.026 0.206 4.302
Te -0.909 1.179 2.675
C 0.053 3.036 2.972
H 1.072 0.495 4.361
H -0.098 -0.868 4.194
H -0.520 0.557 5.179
H -0.474 3.491 3.812
H -0.071 3.646 2.081
H 1.101 2.879 3.218
*
```


Which formula does entry 4 have? C30H31MgN7S4